(1)
{"formula": "C33H55AgN2O16", "method": "ωB97M-V/def2-TZVPD", "elements": ["Ag", "N", "O", "O", "O", "C", "C", "C", "C", "C", "C", "N", "O", "C", "C", "C", "H", "H", "H", "H", "H", "H", "H", "H", "H", "H", "H", "H", "H", "H", "H", "H", "H", "H", "H", "O", "C", "O", "C", "C", "C", "H", "H", "H", "H", "H", "H", "O", "C", "O", "C", "C", "C", "H", "H", "H", "H", "H", "H", "O", "C", "O", "C", "C", "C", "H", "H", "H", "H", "H", "H", "O", "C", "O", "C", "C", "C", "H", "H", "H", "H", "H", "H", "O", "C", "O", "C", "C", "C", "H", "H", "H", "H", "H", "H", "O", "C", "O", "C", "C", "C", "H", "H", "H", "H", "H", "H"], "positions_angstrom": [[-20.8945, -4.5355, -19.7012], [-19.7642, -5.4382, -22.2354], [-20.7190, -4.7121, -22.0864], [-19.0923, -5.6896, -21.2213], [-19.5241, -6.0167, -23.2905], [-20.1864, -9.3649, -29.6631], [-19.1807, -8.9519, -28.5444], [-19.6472, -7.5346, -27.9243], [-20.7763, -7.5204, -26.9340], [-20.5013, -8.4667, -25.8343], [-20.0538, -9.8988, -26.3295], [-19.0024, -9.8985, -27.3999], [-18.5246, -11.1127, -27.7439], [-19.6402, -10.6366, -25.0182], [-21.2737, -10.7421, -26.7667], [-17.8518, -8.7002, -29.2581], [-21.2146, -9.3426, -29.3021], [-19.9534, -10.3835, -29.9736], [-20.1126, -8.8534, -30.6228], [-18.8915, -6.9440, -27.4065], [-19.9030, -6.8351, -28.7201], [-21.7247, -7.8981, -27.3159], [-20.8783, -6.5323, -26.4853], [-21.4810, -8.6320, -25.3860], [-19.7226, -8.1114, -25.1594], [-19.3657, -11.6742, -25.2083], [-18.7496, -10.0944, -24.7008], [-20.4087, -10.7222, -24.2499], [-20.9581, -11.6798, -27.2240], [-21.9966, -10.8897, -25.9644], [-21.8702, -10.2488, -27.5342], [-17.8700, -7.8029, -29.8767], [-17.4335, -9.5955, -29.7182], [-17.0649, -8.4326, -28.5529], [-17.6278, -11.0556, -27.4062], [-21.7142, -0.5138, -25.5326], [-21.2422, -1.6508, -25.7421], [-20.6212, -1.8989, -26.8947], [-20.1706, -3.2314, -26.9996], [-20.1398, -3.6297, -25.5428], [-21.1421, -2.8344, -24.7438], [-19.2337, -3.3968, -27.5315], [-20.9631, -3.7681, -27.5212], [-19.1383, -3.6150, -25.1130], [-20.3656, -4.6894, -25.4240], [-21.0679, -2.5444, -23.6957], [-22.0695, -3.4018, -24.6663], [-16.3267, -0.5718, -24.8258], [-16.7964, -1.2139, -23.9030], [-16.5657, -2.4945, -23.7395], [-17.3500, -3.1079, -22.6971], [-18.0789, -1.9137, -22.0727], [-17.8096, -0.6933, -22.9688], [-16.7046, -3.6894, -22.0388], [-17.9759, -3.8601, -23.1772], [-17.7614, -1.7847, -21.0380], [-19.1617, -1.9833, -21.9695], [-17.4619, 0.2266, -22.4986], [-18.5820, -0.3174, -23.6397], [-19.6982, -5.8279, -18.3152], [-19.5674, -6.7497, -17.4893], [-18.5180, -7.4771, -17.6288], [-18.3562, -8.5638, -16.6299], [-19.8096, -8.6762, -16.1368], [-20.4440, -7.2588, -16.3090], [-17.7894, -8.2470, -15.7544], [-18.0374, -9.5541, -16.9551], [-19.9066, -9.0099, -15.1037], [-20.3587, -9.4659, -16.6495], [-20.3535, -6.5950, -15.4492], [-21.4736, -7.2764, -16.6662], [-22.5957, -3.3076, -20.3489], [-23.1605, -2.3582, -20.8708], [-22.5329, -1.5299, -21.8208], [-23.3617, -0.4713, -22.1675], [-24.5566, -0.4684, -21.3046], [-24.4977, -1.7334, -20.5186], [-23.5568, -0.5846, -23.2339], [-22.7355, 0.4121, -22.0424], [-25.5226, -0.4854, -21.8094], [-24.5572, 0.4183, -20.6707], [-25.3905, -2.3080, -20.7651], [-24.4953, -1.4624, -19.4629], [-15.3484, -9.8944, -23.4676], [-15.4921, -8.8358, -24.1359], [-15.1197, -7.6414, -23.6432], [-15.6760, -6.5546, -24.3261], [-15.8451, -7.0260, -25.7512], [-16.1736, -8.5343, -25.4631], [-14.9444, -5.7524, -24.2290], [-16.5903, -6.3383, -23.7734], [-14.8790, -6.9462, -26.2498], [-16.6037, -6.5027, -26.3333], [-15.7358, -9.1252, -26.2676], [-17.2384, -8.6471, -25.2596], [-15.4515, -10.8391, -19.0443], [-15.9332, -9.8853, -19.6343], [-17.1600, -9.9735, -20.1810], [-17.6128, -8.8306, -20.8628], [-16.5901, -7.7811, -20.3949], [-15.3456, -8.5411, -19.9572], [-18.6300, -8.5621, -20.5777], [-17.6215, -8.9550, -21.9456], [-17.0132, -7.0052, -19.7569], [-16.3723, -7.1969, -21.2890], [-15.0558, -7.9918, -19.0615], [-14.4910, -8.5612, -20.6335]], "forces_ev_per_a": [[0.6, 0.2, -1.1], [2.6, -3.6, -0.1], [-2.9, 2.4, 0.4], [0.4, 0.3, 0.5], [-0.3, 0.8, -0.1], [0.0, -0.9, 0.6], [-0.6, 1.7, 0.2], [0.1, 0.1, -0.7], [-0.3, -0.6, -0.3], [0.7, -1.9, -0.3], [-1.7, -1.3, 0.7], [-1.2, 4.1, 1.4], [0.4, -1.6, -0.5], [1.5, 0.1, -1.2], [-0.6, 0.8, -1.0], [1.0, 0.0, 1.2], [0.0, 0.0, -0.2], [-0.1, -0.3, 0.3], [0.2, 0.7, 0.4], [1.0, -0.7, 0.0], [-0.1, -0.4, -0.6], [-0.2, 0.6, -0.7], [-0.4, 0.2, -0.4], [0.4, -0.1, 1.0], [-0.2, 0.1, 0.3], [0.2, 0.0, -0.3], [0.1, -0.3, 0.8], [-0.1, 0.7, -0.2], [0.0, -0.1, 0.4], [0.3, -0.3, 0.2], [0.0, 0.2, -0.2], [-0.4, -0.4, -0.6], [-0.4, 0.1, -0.6], [0.0, 0.0, 0.6], [0.3, -0.5, -0.1], [1.0, -3.2, -0.4], [-1.4, 3.7, 1.8], [0.2, 1.1, -0.8], [-1.1, -0.6, 1.0], [1.4, -3.0, 1.6], [-0.9, 0.8, -1.8], [0.0, 0.7, 0.1], [0.1, -0.3, -0.2], [0.2, 0.6, -0.2], [-0.1, -0.1, -0.2], [1.1, 0.3, -0.3], [-0.4, 0.1, -0.6], [0.0, -0.8, 0.9], [0.6, 2.1, -2.3], [0.8, -1.8, 0.0], [-0.3, 0.4, -0.6], [-1.3, 0.7, 1.0], [0.3, -0.1, 0.5], [0.2, 0.5, 0.2], [-0.3, 0.2, -0.1], [0.3, 0.3, -0.1], [-0.1, -0.7, -0.2], [0.2, -0.3, 0.3], [-0.6, -0.5, 0.3], [0.0, -1.9, 2.5], [-1.3, 2.0, -0.8], [3.0, -2.6, 0.3], [-2.5, 0.7, 1.1], [-1.0, 0.0, 1.0], [0.9, -0.5, -1.7], [0.6, 0.4, -0.6], [0.4, 0.7, -0.9], [0.4, 0.2, 0.2], [-0.1, 0.4, -0.6], [0.1, -0.1, 0.0], [0.0, 0.0, 0.3], [-2.0, 1.7, -1.4], [1.4, 0.6, -0.3], [0.0, -3.4, 2.4], [0.9, 1.5, -2.1], [-1.6, 1.0, 0.4], [0.1, -0.2, 0.7], [-0.2, 0.2, -0.1], [-0.3, 0.2, -0.1], [0.3, 0.5, -0.5], [0.0, -0.1, 0.1], [0.5, -0.6, 0.3], [0.0, -0.7, 0.2], [-0.5, 3.7, -2.8], [0.2, -2.3, 2.1], [1.1, -1.4, 1.5], [0.2, 1.0, 0.0], [-0.3, -1.1, 0.6], [0.7, 0.6, -0.5], [-0.3, 0.2, 0.0], [-0.3, 0.5, -0.4], [-0.1, 0.0, -0.1], [0.0, -0.1, 0.1], [-0.7, -0.5, 0.2], [-0.1, -0.4, -0.6], [-0.7, 1.6, -0.6], [1.0, -1.8, 0.3], [-0.8, -1.6, 0.3], [0.6, 1.3, 0.6], [-0.3, 1.5, -2.8], [-0.9, 1.2, 1.3], [0.0, -0.3, 0.3], [0.3, -0.4, 0.0], [0.2, -0.6, 0.7], [0.3, 0.2, -0.1], [0.6, -0.7, 0.3], [-0.4, -0.2, -0.2]], "lowdin_charge": [0.8963, -0.6083, -0.0128, -0.0262, 0.0561, -0.0301, -0.4346, -0.1170, -0.2142, -0.1453, -0.4482, -0.1340, 0.0068, -0.0376, -0.0488, -0.0507, 0.0620, 0.0807, 0.0810, 0.1009, 0.1132, 0.1135, 0.0969, 0.1242, 0.1020, 0.0818, 0.0595, 0.0894, 0.0867, 0.0822, 0.0575, 0.0885, 0.0844, 0.0628, 0.1099, 0.0563, -0.4232, 0.0386, -0.1380, -0.1797, -0.0550, 0.1355, 0.1259, 0.1050, 0.0833, 0.0958, 0.1269, 0.0938, -0.5345, 0.0405, -0.1241, -0.1219, -0.0648, 0.1267, 0.0852, 0.1126, 0.0934, 0.1326, 0.1315, -0.1300, -0.4703, 0.0415, -0.0672, -0.1561, -0.0325, 0.1269, 0.1330, 0.1112, 0.1142, 0.1250, 0.1180, -0.1057, -0.3610, 0.0010, -0.1987, -0.1711, -0.0716, 0.1287, 0.1373, 0.1226, 0.1230, 0.1336, 0.1352, 0.0654, -0.4174, -0.0013, -0.1828, -0.1163, -0.0593, 0.1350, 0.1181, 0.1187, 0.1054, 0.1221, 0.0998, 0.0907, -0.4640, 0.0224, -0.1510, -0.1598, -0.0528, 0.1158, 0.1123, 0.0983, 0.0889, 0.1228, 0.1308], "charge": 0, "max_force_ha_per_bohr": 0.090, "homo_lumo_gap_ev": [5.282, 4.280], "homo_energy_ev": [-5.075, -8.346], "energy_ha": -2750.348960, "lumo_energy_ev": [0.2, -4.1], "spin_multiplicity": 3}

(2)
{"formula": "C33H55BCl12N3O3", "method": "ωB97M-V/def2-TZVPD", "elements": ["C", "C", "N", "C", "B", "O", "C", "C", "C", "C", "C", "O", "C", "C", "N", "C", "C", "C", "N", "C", "C", "O", "C", "C", "C", "C", "C", "C", "H", "H", "H", "H", "H", "H", "H", "H", "H", "H", "H", "H", "H", "H", "H", "H", "H", "H", "H", "H", "H", "H", "H", "H", "H", "H", "H", "H", "H", "H", "H", "Cl", "C", "C", "Cl", "H", "H", "H", "H", "Cl", "C", "C", "Cl", "H", "H", "H", "H", "Cl", "C", "C", "Cl", "H", "H", "H", "H", "Cl", "C", "C", "Cl", "H", "H", "H", "H", "Cl", "C", "C", "Cl", "H", "H", "H", "H", "Cl", "C", "C", "Cl", "H", "H", "H", "H"], "positions_angstrom": [[1.4929, 1.5334, 5.0646], [1.5496, 1.0535, 3.7326], [1.8494, 0.9711, 2.2216], [0.8108, 1.2754, 1.1433], [-0.7311, 1.7465, 1.4690], [-1.6242, 0.8556, 2.2392], [-1.3841, 3.2225, 1.0207], [-3.0092, 2.9814, 0.7590], [1.5899, 1.0274, -0.2928], [0.8955, 1.1783, -1.7701], [1.4208, 2.4566, -2.6558], [0.3566, 3.3137, -3.2030], [-0.6304, 2.5527, -3.9845], [0.0020, 1.5003, -5.0710], [3.0268, 0.6459, -0.0141], [4.2030, 0.3451, -0.9166], [3.8337, -0.4491, -2.3022], [5.2537, -0.8371, -3.0356], [5.6421, -2.2811, -2.8010], [3.1403, 0.6047, 1.5093], [4.4886, 0.2006, 2.4120], [4.8514, -1.2198, 2.2860], [3.6826, -2.0627, 1.9660], [3.4899, -2.7567, 0.4658], [2.1801, -3.7044, 0.0877], [0.9622, -4.0516, 1.1689], [1.1723, -3.3866, 2.6869], [2.4740, -2.4201, 3.0652], [1.6293, 1.7922, 6.2218], [-1.6088, -0.0689, 1.8489], [-0.8245, 3.6704, 0.0887], [-1.3051, 3.9503, 1.9348], [-3.5458, 2.6532, 1.7727], [-3.5010, 3.9906, 0.3910], [-3.1134, 2.0985, -0.0047], [-0.2820, 1.1706, -1.5865], [1.1150, 0.1812, -2.3756], [2.0409, 3.1446, -1.9024], [2.2106, 2.1606, -3.5006], [-1.2497, 3.3546, -4.6129], [-1.4251, 2.0685, -3.2443], [0.6033, 0.6027, -4.5936], [0.6296, 2.0287, -5.9178], [-0.9219, 0.9967, -5.6313], [4.8552, 1.3291, -1.0853], [4.9175, -0.3831, -0.2965], [3.2956, 0.3306, -3.0237], [3.1061, -1.3494, -2.1290], [5.2739, -0.5271, -4.1884], [6.0978, -0.1795, -2.5060], [6.4918, -2.5225, -3.3673], [4.8488, -2.9440, -2.9791], [4.2807, 0.4144, 3.5678], [5.3565, 0.9518, 2.1161], [4.2852, -2.6111, -0.3802], [2.0724, -4.1813, -0.9801], [0.0302, -4.7125, 0.8843], [0.3368, -3.6506, 3.4784], [2.5344, -2.0034, 4.1763], [4.4323, -0.9102, 8.1636], [2.7095, -0.8215, 8.6078], [1.9075, -1.9773, 8.0314], [1.7627, -1.8778, 6.2588], [2.3216, 0.1455, 8.2722], [2.6632, -0.8454, 9.7007], [0.8901, -1.9608, 8.4334], [2.3565, -2.9439, 8.2816], [-1.6140, -5.9736, 1.6775], [-3.0796, -6.3490, 0.7370], [-2.8908, -6.0886, -0.7488], [-2.7406, -4.3515, -1.1137], [-3.9066, -5.7611, 1.1477], [-3.2996, -7.4076, 0.9039], [-3.7598, -6.4544, -1.3038], [-2.0013, -6.5951, -1.1371], [1.6209, 5.1124, -0.3358], [0.9145, 6.4667, -1.2523], [0.6213, 7.6679, -0.3678], [-0.7106, 7.3544, 0.7727], [0.0108, 6.1038, -1.7522], [1.6419, 6.7407, -2.0223], [0.3159, 8.5182, -0.9848], [1.5010, 7.9663, 0.2114], [-2.0807, 2.5061, -7.1094], [-2.4997, 3.9367, -8.0846], [-1.5422, 5.0935, -7.8480], [-1.7141, 5.7861, -6.2158], [-3.5330, 4.2145, -7.8535], [-2.4575, 3.6276, -9.1333], [-1.7510, 5.8999, -8.5574], [-0.4994, 4.7870, -7.9786], [-6.4814, -7.7881, -0.9685], [-7.5633, -7.0888, -2.1988], [-6.8113, -6.6630, -3.4495], [-5.7527, -5.2613, -3.1537], [-8.0972, -6.2486, -1.7435], [-8.2965, -7.8608, -2.4505], [-7.5213, -6.3648, -4.2267], [-6.1949, -7.4763, -3.8458], [-2.3418, -0.4957, 6.7344], [-3.1445, 0.2816, 5.3470], [-3.8235, 1.5858, 5.7332], [-5.2369, 1.3229, 6.7850], [-3.8564, -0.4333, 4.9223], [-2.3687, 0.4733, 4.5998], [-4.1873, 2.0955, 4.8360], [-3.1350, 2.2605, 6.2521]], "forces_ev_per_a": [[1.3, -3.3, -9.3], [1.0, 3.8, 7.2], [0.6, -0.2, -2.8], [4.6, -1.6, -2.9], [-1.8, 0.0, 0.9], [2.0, 0.3, -2.7], [-0.5, -0.7, 0.4], [0.3, 0.1, 0.4], [-0.6, 0.6, 3.7], [0.0, -1.2, 0.3], [1.2, 1.0, 1.0], [0.6, -2.4, 0.0], [-1.0, 0.3, -1.0], [-0.9, -0.6, -0.2], [-3.9, 1.0, 5.5], [1.7, -1.1, 0.1], [0.1, 1.5, -0.8], [0.6, 0.6, 0.2], [-0.5, 0.7, -0.5], [-1.4, 0.3, 0.0], [-0.9, 1.2, 0.5], [-2.9, 0.1, -1.2], [-4.0, -3.1, -1.2], [-2.5, -0.7, 2.4], [-0.3, 1.2, 3.8], [4.6, 3.3, 1.2], [2.3, 0.4, -3.2], [-0.2, -1.3, -2.8], [-0.7, -1.0, -3.2], [0.3, 1.4, 1.0], [-1.2, -0.7, 1.9], [0.2, -1.1, -1.7], [1.3, 0.7, -2.3], [1.0, -2.3, 0.6], [-0.1, 1.9, 1.3], [2.7, 0.3, -0.3], [-0.5, 2.0, 1.4], [-1.6, -1.4, -1.8], [-2.0, 0.3, 1.7], [1.5, -1.7, 1.5], [1.8, 0.6, -1.6], [-1.1, 2.0, -0.9], [-1.2, -1.0, 2.0], [2.1, 1.0, 1.4], [-1.8, -2.0, 0.1], [-1.7, 1.6, -1.2], [1.0, -1.8, 1.6], [1.6, 1.6, -0.2], [-0.4, -0.6, 2.5], [-1.8, -1.3, -1.2], [-1.4, 0.2, 0.7], [1.3, 1.0, -0.2], [-0.1, -0.3, -2.6], [-1.6, -2.1, 0.3], [-1.5, -0.3, 1.9], [0.5, 1.2, 2.3], [2.3, 1.7, 0.6], [2.1, 0.8, -1.6], [0.1, -1.0, -3.0], [0.0, 0.0, -0.1], [-0.2, -0.1, 0.1], [0.0, 0.0, 0.5], [-0.1, 0.0, 0.3], [0.1, -0.3, 0.0], [0.0, -0.1, -0.2], [0.2, 0.1, -0.1], [0.0, 0.3, -0.1], [-0.3, -0.2, 0.2], [-0.4, -0.1, -0.3], [-0.1, -0.4, 0.1], [0.1, 0.1, 0.0], [0.3, -0.1, -0.1], [0.1, 0.2, -0.1], [0.1, 0.1, 0.2], [-0.1, 0.2, 0.2], [0.0, 0.0, 0.2], [-0.2, 0.4, -0.3], [0.2, 0.1, -0.2], [0.0, -0.1, 0.0], [0.2, 0.0, 0.2], [-0.1, 0.0, 0.2], [0.0, -0.2, 0.0], [-0.2, -0.2, -0.1], [-0.2, 0.3, -0.3], [-0.2, 0.3, -0.3], [0.0, -0.1, -0.3], [0.0, 0.0, 0.1], [0.3, 0.0, 0.0], [0.1, 0.1, 0.2], [-0.1, -0.2, 0.1], [-0.3, 0.0, 0.1], [0.1, 0.0, 0.1], [-0.3, 0.1, -0.3], [-0.2, -0.3, -0.1], [0.1, 0.0, 0.1], [0.2, -0.2, -0.1], [0.2, 0.1, 0.0], [0.1, 0.0, 0.2], [-0.1, 0.2, 0.2], [0.0, 0.0, 0.1], [-0.1, 0.2, -0.3], [0.2, 0.0, -0.2], [0.0, 0.0, 0.0], [0.1, 0.2, 0.2], [-0.1, 0.1, 0.1], [0.1, -0.2, 0.1], [-0.1, -0.2, 0.0]], "lowdin_charge": [0.1430, -0.0244, 0.0054, 0.0770, -0.3271, 0.0196, -0.1656, -0.1304, 0.0009, -0.0974, -0.2206, -0.2237, -0.2499, -0.1501, 0.0162, -0.1424, -0.1641, -0.2723, -0.0527, 0.0020, -0.0897, -0.1541, -0.1566, 0.0016, -0.0497, -0.0631, -0.0338, -0.0049, 0.0966, 0.1315, 0.0750, 0.1165, 0.0869, 0.0898, 0.0797, 0.1357, 0.1102, 0.0747, 0.1281, 0.0775, 0.1277, 0.0712, 0.0924, 0.0325, 0.1597, 0.1376, 0.0971, 0.1147, 0.1266, 0.1236, 0.0845, 0.0749, 0.1476, 0.1525, 0.0651, 0.0799, -0.0306, 0.0856, -0.0241, 0.5425, -0.6612, -0.6263, 0.5946, 0.0532, 0.0776, 0.0749, 0.0772, 0.6016, -0.6355, -0.6613, 0.5208, 0.0753, 0.0763, 0.0157, 0.0753, 0.5857, -0.6325, -0.6574, 0.5386, 0.0730, 0.0794, 0.0766, 0.0709, 0.6201, -0.6322, -0.6504, 0.5507, 0.0738, 0.0760, 0.0752, 0.0719, 0.5450, -0.6547, -0.6547, 0.5475, 0.0725, 0.0756, 0.0747, 0.0723, 0.5234, -0.6668, -0.6663, 0.5446, 0.0740, 0.0424, 0.0670, 0.0691], "charge": 1, "max_force_ha_per_bohr": 0.194, "homo_lumo_gap_ev": 7.034, "homo_energy_ev": -10.539, "energy_ha": -7226.587829, "lumo_energy_ev": -3.5, "spin_multiplicity": 1}